(1)
DFT (ωB97M-V/def2-TZVPD) results for a 3-piece molecular cluster, C3H13NO2S2 overall.

CARTESIAN COORDINATES (ANGSTROEM)
S  -0.72565  2.55173  2.00405
S  0.27496  0.96893  0.87476
C  1.57848  0.08029  1.83300
C  1.51406  -1.44156  1.77719
N  2.57817  -2.05266  0.98331
C  2.12898  -2.86246  -0.13681
H  -0.18186  3.73157  1.59745
H  2.58182  0.33316  1.42951
H  1.50470  0.50941  2.82261
H  0.54934  -1.76099  1.38274
H  1.53994  -1.96135  2.74541
H  3.30852  -1.38414  0.71477
H  1.34735  -3.52434  0.20860
H  2.95563  -3.53557  -0.40635
H  1.87719  -2.24191  -1.01027
H  -5.49394  -0.19819  -2.28793
H  -4.04770  -0.62504  -2.02068
O  -4.60022  0.13934  -2.19539
H  -2.76225  4.80142  -2.68983
H  -2.74696  4.17954  -4.23565
O  -3.18053  4.29283  -3.39048

Properties
* spin multiplicity: 2
* HOMO (spin up / spin down): -0.22 / -3.67 eV
* net charge: -1
* ⟨S²⟩: 0.75
* ΔE to the lowest compared entry with this formula, charge and spin: 1.989 eV



(2)
DFT (ωB97M-V/def2-TZVPD) results for a 3-piece molecular cluster, C3H13NO3 overall.

CARTESIAN COORDINATES (ANGSTROEM)
N  -0.81106  -2.16450  0.89584
C  -0.34175  -1.00233  0.13670
C  0.45916  0.00520  0.97181
C  1.07658  1.17715  -0.00402
O  1.51328  2.21393  0.87380
H  -0.01653  -2.74100  1.08605
H  -1.25236  -2.01008  1.75361
H  -1.22400  -0.61511  -0.33963
H  0.20224  -1.35933  -0.78502
H  0.02211  0.47664  1.96773
H  1.41433  -0.23433  1.42017
H  1.79867  0.56138  -0.66865
H  0.18062  1.41459  -0.62311
H  1.79501  3.01458  0.44202
O  -1.32845  2.83969  0.66049
H  -0.50720  3.14442  0.88361
H  -1.20190  2.03446  1.08172
O  -0.39750  -2.06183  -2.96695
H  -1.25893  -2.55545  -2.83011
H  -0.12231  -2.13807  -3.95607

Properties
* spin multiplicity: 1
* HOMO: -9.15 eV
* SMILES: NCCCO.O.O
* ΔE to the lowest compared entry with this formula, charge and spin: 2.292 eV



(3)
DFT (ωB97M-V/def2-TZVPD) results for a 4-piece molecular cluster, C3H13NO4 overall.

CARTESIAN COORDINATES (ANGSTROEM)
O  0.89976  1.84525  2.14762
C  -0.30736  1.52219  2.24120
C  -0.71769  0.34117  3.12442
C  -1.53104  -0.64282  2.24816
N  0.35177  -0.26423  3.81328
H  -1.10853  2.18572  1.86378
H  -1.51723  0.77962  3.76883
H  -2.25648  -0.11170  1.62234
H  -2.17522  -1.36834  2.76300
H  -0.83590  -1.14081  1.56319
H  0.96390  0.43494  4.20803
H  0.96788  -0.90304  3.33705
H  1.03221  2.26313  -1.13481
H  1.44114  3.66650  -1.54220
O  0.90414  2.90363  -1.83545
H  -1.41260  -1.92281  -4.00302
H  -1.79345  -3.03768  -4.86242
O  -1.27528  -2.85781  -4.07603
H  0.70622  -2.30906  -5.36769
H  2.01060  -2.74286  -4.63967
O  1.55824  -2.00154  -5.03970

Properties
* spin multiplicity: 2
* HOMO (spin up / spin down): 0.69 / -4.21 eV
* net charge: -1
* ⟨S²⟩: 0.75
* ΔE to the lowest compared entry with this formula, charge and spin: 1.245 eV



(4)
DFT (ωB97M-V/def2-TZVPD) results for C3H13NO4 as an isolated structure.

CARTESIAN COORDINATES (ANGSTROEM)
O  -1.51705  1.96641  0.12455
C  -0.37116  1.35220  -0.10419
C  -0.10571  0.30166  1.15512
C  1.35170  -0.00736  1.20235
N  -0.90609  -0.83891  0.99123
H  0.46630  2.03164  -0.29349
H  -0.35931  0.73978  -1.02731
H  1.86418  0.94104  1.06197
H  1.63569  -0.86179  0.60523
H  1.64695  -0.36577  2.19913
H  -1.88887  -0.60439  0.69324
H  -0.43671  -1.56954  0.42659
H  1.52208  -0.79658  -1.37274
H  -0.37081  0.84208  2.06385
O  0.82246  -1.85032  -0.97019
H  -2.21647  1.09156  -0.09868
H  -3.89010  0.08032  -0.57533
O  -3.00896  0.22692  -0.24365
H  1.21899  -2.62735  -1.38759
H  2.41805  -0.07670  -2.68321
O  2.12485  0.02511  -1.76688

Properties
* spin multiplicity: 1
* HOMO: -8.95 eV
* ΔE to the lowest compared entry with this formula, charge and spin: 8.644 eV



(5)
DFT (ωB97M-V/def2-TZVPD) results for a 4-piece molecular cluster, C3H13NO4 overall.

CARTESIAN COORDINATES (ANGSTROEM)
C  -1.77295  -2.05457  -0.90616
C  -2.39179  -1.04491  0.00147
N  -1.58143  -1.02446  1.26583
C  -0.22958  -0.90375  1.33113
O  0.22278  -0.61170  2.44619
H  -1.58987  -3.10249  -0.61054
H  -0.74061  -1.76152  -1.10679
H  -2.29323  -2.17661  -1.85101
H  -2.25826  -0.05279  -0.44084
H  -3.45848  -1.23711  0.13201
H  -1.98552  -0.84398  2.17105
H  0.50957  -0.87382  0.53765
O  3.05233  0.88811  -1.64346
H  2.62332  1.72805  -1.84699
H  3.11196  0.69367  -0.70693
O  1.95338  1.60042  1.04736
H  1.21470  1.15598  1.46768
H  2.85569  1.66669  1.40649
O  1.05584  2.64971  -1.25220
H  0.43108  3.29670  -0.89320
H  1.27107  2.00839  -0.54873

Properties
* spin multiplicity: 1
* HOMO: -10.01 eV
* SMILES: CCNC=O.O.O.O
* ΔE to the lowest compared entry with this formula, charge and spin: 1.865 eV



(6)
DFT (ωB97M-V/def2-TZVPD) results for a 4-piece molecular cluster, C3H13NO4 overall.

CARTESIAN COORDINATES (ANGSTROEM)
N  0.55742  0.49760  -1.12643
C  0.14331  0.18236  0.29302
C  1.28520  0.21287  1.30499
C  1.86083  1.60422  1.44733
O  1.92351  2.19586  2.50023
H  1.55095  0.25121  -1.16103
H  0.04299  -0.16718  -1.69219
H  -0.71220  0.76606  0.59767
H  -0.14593  -0.94697  0.23635
H  2.12774  -0.33370  0.81229
H  1.05606  -0.26453  2.25149
H  2.37425  2.13128  0.62244
O  -2.15222  -1.00585  -1.46906
H  -2.57281  -0.27127  -0.99954
H  -1.66195  -1.39799  -0.73420
O  -1.82582  2.13981  -0.35205
H  -1.14694  1.72675  -0.90259
H  -1.43284  2.50453  0.44473
O  -0.15102  -3.01943  -0.59254
H  -0.52747  -3.71671  -0.03550
H  -0.59308  -3.08893  -1.44540

Properties
* spin multiplicity: 1
* HOMO: -9.62 eV
* SMILES: NCCC=O.O.O.O
* ΔE to the lowest compared entry with this formula, charge and spin: 2.231 eV